Molecular formula: C53H116N6O8
Method: DFT, ωB97M-V with the def2-TZVPD basis set

Structure (XYZ):
```
183
Properties=species:S:1:pos:R:3:forces:R:3:mulliken_charge:R:1
C -0.366371 1.427866 -7.310097 -0.7 -0.2 0.2 -1.29
C -0.675888 2.862495 -6.721949 0.0 -1.8 -0.1 1.61
C 0.072340 3.816629 -7.546532 0.0 1.7 -1.1 -2.17
C -2.163784 3.149726 -6.773480 -0.6 0.7 -0.1 -1.47
C -2.940135 2.458278 -5.666188 -0.4 -0.3 -0.9 -0.55
C -2.363357 2.890277 -4.355666 -0.6 -0.6 0.5 -0.86
C -0.898140 2.475452 -4.215129 -0.8 -0.4 0.7 2.97
C -0.351356 3.183807 -2.970654 -0.3 0.8 0.1 -2.27
C -0.783422 0.943022 -4.023500 1.3 0.1 -0.6 -1.09
N -0.246570 3.064568 -5.355815 1.5 0.0 0.0 0.24
O 1.179268 2.755785 -5.332511 -0.9 -0.2 0.2 -0.51
H -0.748080 0.732296 -6.568557 0.1 -0.4 -0.2 0.31
H -0.915314 1.194229 -8.267425 0.6 0.6 0.9 0.34
H 0.708159 1.223399 -7.446243 -0.5 0.3 0.1 0.31
H 0.049690 4.850539 -7.173286 -0.1 -0.3 0.1 0.40
H 1.100175 3.553008 -7.721716 0.3 -0.3 0.0 0.40
H -0.464325 3.811411 -8.479677 0.1 0.2 -0.9 0.48
H -2.303324 4.246453 -6.698857 0.1 -0.4 0.2 0.36
H -2.590254 2.883052 -7.738801 0.2 -0.1 -0.2 0.48
H -3.998732 2.709252 -5.768897 0.0 0.2 0.2 0.51
H -2.911404 1.381159 -5.843668 0.2 -0.1 0.3 0.23
H -2.951490 2.548468 -3.494709 0.2 -0.2 -0.2 -0.75
H -2.463989 3.957734 -4.351054 0.3 0.8 0.2 0.68
H -0.745849 2.814396 -2.031524 0.0 -0.6 0.1 -0.26
H -0.725018 4.210893 -2.962426 0.2 0.1 -0.3 0.40
H 0.729675 3.242456 -2.899012 0.2 -0.3 -0.1 0.76
H -1.105775 0.686034 -3.024447 -0.1 -0.1 0.1 -0.52
H 0.291912 0.703251 -4.114716 -0.3 0.0 0.2 0.55
H -1.265294 0.289488 -4.762466 -0.3 0.5 0.3 0.30
H 1.513983 3.613403 -5.089604 0.6 0.4 0.1 0.37
C -0.928007 5.482005 -0.285897 -0.8 1.1 -0.6 -1.16
C 0.051679 5.040465 0.787235 -1.3 -0.1 2.0 2.54
C -0.785179 4.398982 2.015953 1.4 0.2 -2.7 -2.10
C 1.035975 4.024816 0.314147 1.7 0.1 0.0 1.16
C 2.113011 4.628203 -0.614243 0.1 0.3 0.8 -0.95
C 2.833259 5.807876 -0.013966 -0.3 0.8 0.8 -1.64
C 1.834231 6.826781 0.562003 -1.4 2.0 -1.4 1.49
C 2.533966 7.918353 1.342838 0.5 -0.6 1.3 -1.94
C 1.188480 7.681082 -0.687500 0.1 -1.4 0.0 -1.35
N 0.860672 6.135521 1.437245 -0.4 0.3 -0.7 0.06
O 0.000536 7.115667 2.067076 0.9 -1.2 0.3 -0.50
H -1.438517 6.412647 0.007775 0.1 -0.2 0.1 0.38
H -0.514982 5.718265 -1.274064 0.3 -0.2 0.3 0.18
H -1.758164 4.793561 -0.489022 0.4 -0.3 0.4 0.06
H -1.368571 5.184951 2.419809 -0.9 0.4 0.5 0.71
H -1.323932 3.545871 1.598850 -0.4 0.2 0.2 0.05
H -0.095062 4.021233 2.738645 0.4 0.1 0.4 0.29
H 1.420450 3.554752 1.245476 0.4 0.1 -0.9 0.20
H 0.653162 3.264750 -0.329895 -1.1 -0.7 0.1 -1.59
H 2.850549 3.865660 -0.868404 -0.2 -0.1 -0.4 0.64
H 1.621096 5.053484 -1.505988 0.1 -0.8 0.0 -0.01
H 3.473528 6.260764 -0.781358 -0.2 0.2 0.2 0.35
H 3.462138 5.604251 0.847874 0.3 -0.7 0.0 0.40
H 2.908745 7.591401 2.315501 0.2 -0.6 -0.1 0.47
H 1.887506 8.722493 1.669126 -0.2 0.4 -0.7 0.36
H 3.386875 8.226171 0.758221 0.2 0.6 -0.1 0.48
H 0.189395 8.146191 -0.618271 0.2 -0.6 0.4 0.21
H 1.199542 7.021004 -1.568222 -0.3 0.3 0.1 0.33
H 1.816540 8.516056 -0.947826 0.6 0.2 0.2 0.44
H -0.417204 7.630601 1.382340 -0.3 0.4 -0.8 0.40
C 6.420727 -3.041795 2.342595 -0.4 -0.1 1.2 -1.72
C 5.162394 -2.128122 2.319454 -0.3 -0.4 -1.2 1.48
C 5.512792 -0.836997 3.021118 -0.3 0.4 -0.6 -1.78
C 4.787885 -1.763076 0.829816 1.3 1.3 2.0 -0.94
C 4.221958 -2.866627 0.053822 -1.1 -0.2 -1.3 -0.91
C 3.003000 -3.444330 0.747436 -0.1 -0.4 -0.1 -0.76
C 3.241632 -3.860087 2.194012 1.7 -0.4 0.8 2.35
C 1.962668 -4.215474 2.896370 -1.4 0.0 -1.0 -2.01
C 4.026085 -5.205160 2.290937 0.3 0.0 -0.5 -1.83
N 3.908031 -2.703219 2.920269 -0.1 -0.1 -0.7 1.30
O 4.134516 -3.052080 4.290127 0.1 0.0 -0.5 -0.68
H 6.363011 -3.820791 1.607742 0.0 -0.3 -0.5 0.31
H 7.368654 -2.499169 2.234328 -0.4 0.1 -0.2 0.43
H 6.488746 -3.560876 3.311652 -0.1 0.2 -0.1 0.27
H 6.373056 -0.481940 2.465236 0.5 0.2 0.4 0.61
H 4.777869 -0.008883 2.908797 0.1 -0.9 0.3 0.01
H 5.737329 -1.074187 4.047474 0.2 0.4 0.5 0.46
H 4.085692 -0.926311 0.973541 -0.2 -0.3 -0.5 0.00
H 5.667934 -1.335183 0.301044 -0.3 -0.2 0.5 0.24
H 3.971250 -2.416352 -0.912244 -0.6 -0.2 -0.1 0.52
H 4.920224 -3.622807 -0.268077 0.6 -0.5 0.5 0.45
H 2.590920 -4.284541 0.190416 0.1 -0.4 0.0 0.05
H 2.194347 -2.738558 0.740910 -0.4 0.8 0.0 0.03
H 1.180787 -3.455467 2.811452 0.2 0.3 0.3 -0.08
H 2.042127 -4.600958 3.902216 0.3 0.2 0.3 0.43
H 1.576322 -5.038097 2.294893 -0.3 -0.2 0.1 0.58
H 3.337292 -6.047209 2.131245 0.2 0.3 -0.2 0.49
H 4.365180 -5.306931 3.311586 0.4 0.0 0.3 0.40
H 4.868238 -5.341750 1.591837 -0.3 0.3 0.3 0.27
H 3.438236 -2.553196 4.763326 0.2 -0.1 -0.1 0.55
C -3.490657 -5.098171 -2.585272 -0.4 -0.1 -0.3 -1.43
C -2.147019 -5.869707 -2.592875 -0.3 0.2 -0.6 1.92
C -2.176476 -6.838008 -3.830087 0.0 0.5 0.6 -2.13
C -1.011854 -4.856536 -2.740396 0.8 -1.7 -1.1 -1.81
C -0.674579 -4.150683 -1.484312 0.3 0.8 1.0 1.88
C -0.349310 -5.162807 -0.407048 -0.7 0.7 1.0 -1.21
C -1.511777 -6.133047 -0.105033 0.1 1.2 -1.6 2.43
C -0.977428 -7.195037 0.786944 -0.5 -0.4 1.2 -2.13
C -2.694795 -5.409363 0.559590 -0.4 0.2 0.5 -1.59
N -1.772947 -6.700805 -1.452631 -1.3 -1.3 0.9 0.03
O -2.839473 -7.689382 -1.253064 0.6 -0.2 -0.5 -0.52
H -3.608393 -4.674159 -3.587018 0.3 0.3 0.0 0.48
H -4.338348 -5.777414 -2.564326 -0.1 -0.2 0.6 0.43
H -3.636107 -4.275280 -1.856338 0.4 -0.6 -0.3 0.00
H -1.239447 -7.391982 -3.931898 0.0 0.1 0.1 0.42
H -2.993773 -7.555606 -3.755297 0.0 0.1 0.1 0.46
H -2.348716 -6.275550 -4.740138 0.1 0.2 -0.2 0.41
H -0.126990 -5.489523 -3.011961 -0.4 0.6 0.1 0.32
H -1.209129 -4.221776 -3.590056 -0.1 0.4 -0.2 0.53
H 0.191708 -3.489932 -1.628843 -0.2 -0.1 0.0 -0.14
H -1.464169 -3.513751 -1.073681 -0.2 0.1 -0.4 -0.93
H -0.189265 -4.623197 0.534126 0.4 -0.1 -0.1 -0.31
H 0.537015 -5.706448 -0.689881 0.4 -0.4 0.1 0.60
H -1.745236 -7.888468 1.186280 0.4 0.1 -0.8 0.36
H -0.654520 -6.676850 1.683667 0.5 0.1 0.2 0.33
H -0.120700 -7.661074 0.321416 0.1 -0.5 0.0 0.48
H -3.622638 -5.985237 0.441335 0.3 -0.1 0.1 0.33
H -2.906018 -4.438558 0.108187 0.2 0.0 0.1 0.15
H -2.532951 -5.238846 1.663745 0.0 -0.3 -1.1 0.28
H -2.448291 -8.502147 -1.629647 -0.3 0.6 0.4 0.35
C -2.467669 -1.147305 2.327381 0.3 0.3 -0.3 -1.65
C -3.474385 -0.273671 1.511239 0.4 -1.9 -0.3 1.80
C -4.846697 -0.479779 2.121417 -1.5 0.2 1.0 -1.79
C -2.939505 1.132104 1.517480 -0.2 0.0 0.9 -0.68
C -3.611631 2.015550 0.525353 -0.9 0.3 -1.6 -1.19
C -3.371484 1.443562 -0.910535 -0.2 0.7 0.2 0.27
C -3.986707 0.027665 -1.074763 1.1 -0.2 0.7 1.93
C -5.490689 0.064311 -1.123253 -0.5 1.6 -0.1 -2.10
C -3.516889 -0.592063 -2.427179 0.3 -0.6 1.3 -1.42
N -3.379230 -0.754531 0.092119 0.0 0.4 -0.5 0.14
O -3.660078 -2.134388 0.050477 -0.5 -0.2 -0.6 0.24
H -2.449812 -0.753623 3.335114 0.1 0.3 0.4 0.54
H -2.691022 -2.211537 2.440466 -0.3 0.2 -0.4 0.41
H -1.448401 -1.065402 1.902591 -0.5 0.0 0.2 -0.13
H -5.176801 -1.537451 2.107580 0.3 0.4 -0.3 0.35
H -4.927929 -0.213146 3.210649 0.5 -0.1 -0.9 0.39
H -5.641124 0.119909 1.647527 0.3 -0.2 0.0 0.29
H -3.055540 1.554877 2.516459 0.2 -0.1 0.2 0.84
H -1.879466 0.984839 1.310090 0.1 0.6 -0.1 -0.77
H -4.717962 2.131070 0.679503 0.8 -0.5 0.1 0.51
H -3.294443 3.053543 0.613755 0.5 0.0 -0.2 0.40
H -2.300077 1.397844 -1.160704 -0.1 -0.2 0.5 -1.10
H -3.730136 2.181174 -1.651474 -0.5 -0.6 0.2 0.46
H -5.781768 0.510769 -2.058012 0.0 0.2 -0.7 0.52
H -6.017006 0.695192 -0.414977 0.3 0.0 0.6 0.39
H -5.992303 -0.859063 -1.137583 -0.3 -1.6 0.2 0.42
H -3.603103 0.148197 -3.210964 -0.1 0.1 -0.2 0.29
H -4.117654 -1.478281 -2.654718 0.0 0.2 -0.1 0.52
H -2.475878 -0.940937 -2.365489 -0.3 0.2 0.0 -0.14
H -4.627820 -2.291726 0.084815 0.4 0.3 0.1 0.18
C 0.183876 3.498831 5.475814 0.4 -2.0 0.6 -0.77
O 0.945325 2.269365 5.306067 -0.7 1.0 -0.2 -0.45
C 1.370802 2.183939 3.948643 -1.5 1.6 0.3 0.28
C 2.352966 1.108906 3.826603 1.0 -2.4 -0.7 -1.19
N 1.753476 -0.224061 3.515075 0.5 0.3 -0.8 0.53
C 0.840722 -0.759626 4.489872 -0.4 0.5 0.1 -0.47
C 1.314113 -0.822094 5.904946 1.0 -1.7 1.1 -1.08
O 2.300007 -1.911311 5.986397 -1.0 1.3 -1.0 -0.35
C 2.830324 -2.207813 7.228826 -0.7 -0.2 1.2 -1.04
H -0.142294 3.428260 6.510006 -0.2 0.4 0.0 0.31
H -0.669903 3.479992 4.798115 0.0 0.3 0.0 0.27
H 0.830649 4.354764 5.328141 0.0 0.3 -0.2 0.27
H 1.777205 3.189167 3.705890 0.2 -0.5 -0.2 0.76
H 0.468643 2.061849 3.277753 0.9 -0.2 0.5 -0.36
H 2.975430 1.008828 4.721591 -0.1 0.5 0.2 0.56
H 3.042409 1.337397 3.016930 -0.1 0.0 -0.2 0.38
H 2.466315 -0.934374 3.273182 -0.2 0.6 0.2 -0.74
H 0.510158 -1.731979 4.114516 0.0 0.0 0.4 0.39
H -0.037169 -0.124224 4.583360 -0.3 0.2 -0.5 0.32
H 0.453513 -1.077454 6.562464 0.5 0.1 -0.2 0.43
H 1.795462 0.093014 6.271891 -0.3 -0.1 -0.2 0.34
H 2.044944 -2.600825 7.904815 0.2 0.2 -0.1 0.32
H 3.347407 -1.395593 7.765362 -0.1 0.1 -0.5 0.30
H 3.510561 -3.002489 7.025722 0.8 -0.6 0.2 0.36
C 0.127137 -0.820345 -0.679792 0.9 0.0 -1.2 -0.24
C 0.599512 0.551814 -0.254886 0.1 -0.5 -0.1 0.51
O 1.643488 0.511113 0.713057 -0.7 -0.4 0.1 -0.36
H -0.316138 -1.420841 0.087991 -0.3 -0.2 0.6 0.15
H 0.994729 -1.363456 -1.075149 -0.1 -0.1 0.1 0.41
H -0.588553 -0.739826 -1.504966 0.0 0.0 0.2 -0.06
H -0.255199 1.077681 0.116750 -0.6 0.7 0.5 -0.58
H 0.915336 1.104344 -1.149361 0.4 -0.1 0.3 0.32
H 1.302221 -0.003865 1.494327 0.6 0.7 -0.4 0.14
```
Forces are in eV/Å.

Results
- multiplicity = 1
- lowest unoccupied orbital energy (Eh) = 0.01764
- HOMO energy (eV) = -8.296
- maximum force (eV/Å) = 3.01
- orbital gap (eV) = 8.776